# 1
This record from the OMol25 dataset describes a cluster of 2 separate species, C4H11NO in total at a distorted geometry. The level of theory is wB97M-V/def2-TZVPD.

frontier orbital gap = 9.237 eV
E = -7862.35006 eV
M = 89.14 u
HOMO = -8.23 eV

```
17
Properties=species:S:1:pos:R:3:forces:R:3:mulliken_charge:R:1
C 0.98810 -3.17140 1.33342 1.5 -0.2 0.9 -0.9391
N 1.81345 -1.97350 1.27356 0.0 -0.1 -0.3 -0.3418
C 1.42434 -0.97946 0.28093 -0.7 -0.9 0.3 -0.6657
H 0.98650 -3.88082 0.43486 -0.7 1.3 0.8 0.2684
H 0.09547 -2.86627 1.88075 -0.8 -0.5 -1.1 0.3380
H 1.49551 -3.71793 2.12440 0.0 -0.7 0.0 0.3435
H 2.79772 -2.20456 1.33038 -0.2 0.2 -0.5 0.2231
H 1.24172 -1.42307 -0.70889 0.3 0.0 -0.1 0.2621
H 0.40444 -0.62282 0.59020 1.1 0.4 -0.3 0.1740
H 2.22842 -0.24175 0.19904 -0.6 0.3 0.1 0.3374
O -0.75796 1.23268 -1.23830 -0.5 0.3 0.0 -0.4566
C -1.11259 2.37610 -1.09593 0.6 -0.3 -0.1 0.1926
C -2.46643 2.89198 -0.80549 -2.3 1.3 0.1 -0.8700
H -0.36779 3.18508 -1.12423 0.3 0.1 0.0 0.3004
H -3.37852 2.47135 -1.29113 1.1 -0.4 0.2 0.2810
H -2.66505 2.86164 0.27636 0.2 -0.3 -0.1 0.2663
H -2.55754 3.97978 -1.02392 0.5 -0.6 0.0 0.2865
```
Positions in Å, forces in eV/Å.

---

# 2
This record from the OMol25 dataset describes a cluster of 3 separate species, C4H11NO2 in total at a distorted geometry. The level of theory is wB97M-V/def2-TZVPD.

frontier orbital gap = 7.769 eV
E = -9907.64327 eV
M = 105.14 u
HOMO = -7.56 eV

```
18
Properties=species:S:1:pos:R:3:forces:R:3:mulliken_charge:R:1
N 0.21413 -0.62437 1.31664 1.1 0.6 1.5 -0.4350
C 0.49883 0.06240 0.15396 -1.1 -2.4 -5.3 0.7547
C -0.01497 -0.39667 -1.07596 0.6 -0.6 2.5 -1.0495
C 2.58788 1.56769 0.40735 -0.9 -2.8 -2.2 -0.6514
C 1.28895 1.31709 0.03078 0.8 -1.3 1.3 -0.5141
H -0.00950 -1.62808 1.39926 0.1 1.1 -0.9 0.1984
H 0.74597 -0.30228 2.12387 -0.3 -0.1 -0.3 0.2578
H 0.23522 0.03799 -2.02663 0.1 0.4 0.0 0.2932
H -0.50858 -1.38669 -1.13542 0.1 0.8 0.1 0.2435
H 2.71231 2.42221 0.89487 0.8 4.7 0.7 0.3108
H 3.57197 1.15767 0.09893 -1.1 -1.4 1.2 0.2508
H 0.69391 2.06578 -0.46860 -0.3 1.1 1.3 0.3365
H -1.29195 -4.69893 2.56634 -0.9 0.8 -0.3 0.3223
H -2.77866 -4.19343 2.45077 0.7 0.0 -0.1 0.3211
O -1.85110 -3.92778 2.31156 0.2 -0.8 0.3 -0.6391
H -2.14746 3.50272 -2.58710 -0.3 -1.1 -1.0 0.3222
H -1.61565 2.23125 -3.20182 2.4 -2.0 0.2 0.3146
O -2.33130 2.79343 -3.25879 -2.1 3.1 0.9 -0.6367
```
Positions in Å, forces in eV/Å.

---

# 3
This record from the OMol25 dataset describes a cluster of 4 separate species, C4H11NO2 in total at a distorted geometry. The level of theory is wB97M-V/def2-TZVPD.

frontier orbital gap = 3.832 eV
E = -9899.11339 eV
M = 105.14 u
HOMO = -8.46 eV

```
18
Properties=species:S:1:pos:R:3:forces:R:3:mulliken_charge:R:1
C 0.73736 -0.09591 -0.78391 0.4 -0.8 -1.3 -0.9814
O -0.43845 1.63914 -2.27356 -0.6 0.3 0.4 -0.7149
C 0.12498 -1.25267 -1.51224 -1.1 -1.7 -0.1 0.1506
C 0.03574 0.33602 1.83227 -0.8 -2.8 0.1 0.3235
C -0.57380 1.59478 1.58102 -0.2 1.3 -1.2 -0.2988
O 0.96676 0.09063 2.56567 0.0 0.6 -0.2 -0.4280
N -0.74689 -2.07069 -0.91971 1.5 2.8 0.0 -0.6586
H 1.01823 0.75289 -1.40415 0.4 -0.7 -0.4 0.3454
H -0.43457 -0.03188 -0.82552 1.2 2.1 2.1 0.1933
H -0.94426 2.06793 -2.97550 0.0 0.0 0.0 0.2046
H 0.25651 -1.17504 -2.59284 -0.7 0.2 -0.3 0.3056
H 0.51506 -3.21524 1.01817 0.1 0.0 -0.1 -0.0482
H -1.65248 1.70344 1.53748 0.0 -0.2 0.0 0.2820
H 0.01280 2.46108 1.34610 0.3 0.4 0.1 0.2791
H -0.53464 -0.47621 1.27494 0.5 0.3 0.8 0.2937
H 1.52106 -0.31936 -0.05741 -1.1 0.0 0.9 0.4902
H 0.05297 -3.17592 1.58922 0.0 -0.1 0.3 0.0346
H -1.66112 -1.87028 -1.32716 0.1 -1.7 -1.1 0.2274
```
Positions in Å, forces in eV/Å.

---

# 4
This record from the OMol25 dataset describes a cluster of 2 separate species, C4H11NO2 in total at a distorted geometry. The level of theory is wB97M-V/def2-TZVPD.

frontier orbital gap = 9.623 eV
E = -9909.53510 eV
M = 105.14 u
HOMO = -9.31 eV

```
18
Properties=species:S:1:pos:R:3:forces:R:3:mulliken_charge:R:1
C -0.71358 1.21752 1.15290 -0.5 0.0 -0.5 -0.7878
C -0.57788 -0.23525 1.60397 2.8 -1.1 -2.4 0.5072
C -0.03122 -2.49453 0.60067 -0.6 0.2 1.5 -0.7893
C 1.09694 1.25241 -1.74498 1.7 1.0 1.2 -0.6688
H -0.75741 1.45080 0.01140 -0.2 -0.9 2.2 0.2853
H 0.29678 1.63295 1.49830 -2.0 0.2 0.2 0.1963
H -1.72896 1.42852 1.62984 1.8 1.1 -0.3 0.2973
H -0.24531 -0.60444 -0.38803 0.5 -0.8 1.3 0.2433
H 0.79548 -2.88559 1.30550 -1.2 0.3 -1.7 0.2267
H -1.00348 -2.70078 1.09041 0.5 -0.3 0.2 0.2780
H -0.19067 -2.94547 -0.40034 1.0 0.2 0.6 0.3329
H -0.47130 1.51101 -2.78954 0.2 -3.5 3.6 0.3685
H 1.46577 1.08570 -0.68891 -0.8 -0.2 -1.0 0.2484
H 1.85563 0.71708 -2.39715 -1.0 0.9 0.4 0.2574
H 1.07735 2.38846 -1.83309 0.7 -1.4 -0.3 0.3349
N 0.04443 -1.02210 0.53166 -1.8 1.2 0.1 -0.1520
O -0.67108 -0.60927 2.75063 -0.5 0.0 -0.8 -0.5899
O -0.24149 0.81298 -1.93323 -0.6 3.2 -4.3 -0.5885
```
Positions in Å, forces in eV/Å.

---

# 5
This record from the OMol25 dataset describes a cluster of 2 separate species, C4H11NO2 in total at a distorted geometry. The level of theory is wB97M-V/def2-TZVPD.

frontier orbital gap = 10.186 eV
E = -9908.65270 eV
M = 105.14 u
HOMO = -9.58 eV

```
18
Properties=species:S:1:pos:R:3:forces:R:3:mulliken_charge:R:1
C 3.65847 -0.82308 0.08904 0.8 -2.9 1.1 -0.5424
C -0.74964 -1.21163 -0.16558 2.0 -5.3 -0.5 -0.7688
C -1.09325 0.15731 0.08604 1.6 3.7 1.0 0.7204
C -2.71441 1.81781 0.20711 -1.6 6.9 3.8 -0.8025
H 1.93870 0.06274 -0.61712 3.7 -1.2 -0.3 0.2732
H 4.47173 -1.43480 -0.38178 -0.5 0.6 0.6 0.2182
H 3.98109 -0.02111 0.61397 2.3 2.2 2.2 0.2989
H 3.16781 -1.42830 0.86496 -0.4 -0.4 -0.5 0.2327
H -1.65002 -2.00230 -0.36505 2.2 2.2 -0.2 0.2569
H -0.14032 -1.81540 0.68335 -1.5 2.0 -1.4 0.2319
H 0.14587 -1.13369 -0.95547 -2.4 -0.7 1.1 0.1715
H -3.01739 -0.03585 -0.69016 1.2 1.1 1.3 0.2733
H -1.68208 2.42229 0.35394 -2.6 -1.0 -0.5 0.2653
H -3.47364 2.36195 -0.50621 1.6 -1.1 1.4 0.2893
H -3.20971 1.79249 1.37504 1.0 0.5 -3.0 0.2062
N -2.36859 0.59488 -0.14074 0.7 -6.3 -2.6 -0.1227
O 2.91853 -0.28699 -0.87975 -6.1 1.8 -2.9 -0.5122
O -0.18315 0.98369 0.42842 -2.1 -2.2 -0.5 -0.6889
```
Positions in Å, forces in eV/Å.

---

# 6
This record from the OMol25 dataset describes a cluster of 2 separate species, C4H11NO2 in total at a distorted geometry. The level of theory is wB97M-V/def2-TZVPD.

frontier orbital gap = 9.355 eV
E = -9910.77189 eV
M = 105.14 u
HOMO = -8.98 eV

```
18
Properties=species:S:1:pos:R:3:forces:R:3:mulliken_charge:R:1
C -1.10847 -1.54647 -0.06532 0.1 0.7 -2.0 -1.0281
C -0.03615 -2.30285 -0.89758 -0.9 -1.7 2.1 0.7274
O 1.13146 -2.38861 -0.66682 0.1 0.9 -0.2 -0.5090
O -0.58932 -3.22884 -1.71942 0.2 0.2 -1.0 -0.4667
H -1.24434 -0.60583 -0.66449 0.0 -0.3 1.1 0.2982
H -0.85080 -1.39480 0.98948 0.1 0.1 -0.6 0.3046
H -2.06531 -2.07313 -0.15593 0.3 0.0 0.2 0.3465
C 1.16668 1.84849 0.72347 1.1 0.0 -0.1 -0.3446
C -0.16968 2.46043 0.31904 -1.2 -1.8 1.0 -0.9658
N 1.40083 0.41403 0.66734 -0.6 -1.2 -0.2 -0.5403
H 1.91492 2.29920 0.05448 0.1 0.0 0.5 0.3331
H 1.45939 2.07225 1.77122 -0.4 0.5 -0.6 0.3146
H -1.00573 1.83202 0.70516 0.5 0.0 -0.1 0.2085
H -0.32314 2.42130 -0.76706 0.2 0.8 0.3 0.2648
H 0.65459 -0.12672 1.08422 0.0 0.4 0.7 0.1709
H 1.46663 -0.09768 -0.20837 0.4 0.9 -0.4 0.2309
H -1.44243 -2.94909 -2.06368 -0.2 0.0 0.2 0.3126
H -0.35911 3.36630 0.89426 0.3 0.6 -0.9 0.3423
```
Positions in Å, forces in eV/Å.

---

Energy relative to the best compared isomer or geometry (same formula, charge and spin): 2.203, 4.599, 13.128, 2.707, 3.589, 1.470 (eV)